(1)
C33H35Cl5CuN4P2 as an isolated structure. Source: the Open Molecules 2025 dataset; level of theory: ωB97M-V with the def2-TZVPD basis set.

Each line ends with the Löwdin charge.
Cartesian coordinates (Å):
Cu  -0.0085  1.3359  -3.1148  0.2553
C  -2.0201  1.0647  -6.2624  -0.0934
C  -1.6515  -0.2276  -6.1457  -0.1174
C  -0.3387  -0.7601  -6.6450  -0.1884
C  0.8556  0.1877  -6.4872  -0.1855
C  1.1071  0.8405  -5.1864  -0.0985
C  0.5753  2.0383  -4.7635  -0.2396
C  -0.3369  2.9166  -5.5494  -0.1718
C  -1.2116  2.2696  -6.6181  -0.1790
C  0.6831  1.3771  -1.2075  -0.2616
H  -3.0996  1.2625  -6.2631  0.0961
H  -2.3831  -1.0202  -5.8885  0.1066
H  -0.3610  -1.0053  -7.7337  0.1304
H  -0.1178  -1.7156  -6.1418  0.0906
H  1.7621  -0.3983  -6.7168  0.1253
H  0.8134  0.9708  -7.2554  0.1084
H  2.0564  0.5179  -4.7524  0.0741
H  1.2138  2.5879  -4.0200  0.1228
H  0.3164  3.6650  -6.0274  0.1337
H  -1.0207  3.4487  -4.8770  0.0942
H  -1.8973  3.0811  -6.9584  0.1284
H  -0.5546  2.0088  -7.4523  0.0958
H  -0.2251  1.7480  -0.7164  -0.0426
H  1.4851  2.1303  -1.1752  -0.0237
H  1.0009  0.4783  -0.6368  -0.0575
P  1.8694  -0.7256  -2.3571  1.0781
P  -1.8417  -0.7546  -1.9638  1.1076
N  3.3604  0.3143  -3.0789  -0.1890
N  3.0216  -1.8286  -1.7911  -0.3368
N  -2.7274  0.8056  -3.0423  -0.1684
N  -3.2940  -1.8380  -1.7977  -0.1685
C  0.7139  -1.7865  -3.3446  -0.3520
C  -0.8466  -1.7963  -3.1026  -0.3096
C  3.4199  1.7061  -2.9241  -0.1931
C  4.4421  2.2483  -3.6886  -0.0965
C  5.1457  1.1347  -4.2554  -0.1016
C  4.4615  -0.0225  -3.8731  -0.1524
C  3.7466  -1.4952  -0.6254  -0.1376
C  4.5603  -2.5628  -0.2967  -0.0925
C  4.3525  -3.5816  -1.2851  -0.0974
C  3.4124  -3.1041  -2.1805  -0.1634
C  -2.4003  2.1608  -2.9718  -0.2671
C  -3.3644  2.8920  -3.6675  -0.1055
C  -4.3066  1.9739  -4.1736  -0.1116
C  -3.8644  0.6925  -3.8189  -0.2149
C  -4.6590  -1.5526  -1.8849  -0.1396
C  -5.3918  -2.6368  -1.4188  -0.0813
C  -4.4550  -3.6257  -1.0026  -0.0838
C  -3.1919  -3.1231  -1.2524  -0.1516
H  1.0625  -2.8238  -3.2069  0.0553
H  0.9022  -1.5514  -4.4090  0.0495
H  -1.3442  -1.6682  -4.0768  0.0602
H  -1.1272  -2.8027  -2.7660  0.0529
H  2.7393  2.2282  -2.2760  0.0571
H  4.6230  3.3195  -3.8146  0.0952
H  6.0726  1.2120  -4.8187  0.0878
H  4.6826  -1.0483  -4.1138  0.0947
H  3.5802  -0.5472  -0.1342  0.1077
H  5.1823  -2.6200  0.5916  0.0938
H  4.7888  -4.5782  -1.2916  0.0920
H  2.9678  -3.5567  -3.0517  0.0957
H  -1.5609  2.5564  -2.3848  0.0847
H  -3.3542  3.9581  -3.7742  0.0948
H  -5.1943  2.2111  -4.7336  0.0927
H  -4.2620  -0.2806  -4.1026  0.1038
H  -5.0314  -0.6137  -2.2402  0.0794
H  -6.4636  -2.7030  -1.3410  0.0928
H  -4.6774  -4.5701  -0.5307  0.0949
H  -2.2219  -3.5338  -1.0298  0.0732
Cl  0.3593  -2.9065  -0.2489  0.7630
C  -0.7047  -1.7690  0.5387  -0.6067
C  -1.4415  -0.7862  -0.1764  -0.3504
C  -2.1196  0.1756  0.5923  -0.6489
Cl  -3.1614  1.3476  -0.1233  0.7865
C  -2.1808  0.1056  1.9952  -0.7036
Cl  -2.9405  1.3427  2.8942  0.7073
C  -1.6248  -1.0010  2.6652  -0.7040
Cl  -1.7365  -1.0882  4.3590  0.7168
C  -0.8244  -1.9102  1.9399  -0.6923
Cl  0.0520  -3.0951  2.8166  0.7001

## Properties
total energy = -166569.80131 eV
ΔE to the lowest compared entry with this formula, charge and spin = 0.00 kJ/mol
LUMO energy (spin up / spin down) = -0.222 / -0.467 eV
multiplicity = 2
⟨S²⟩ = 0.756
HOMO-LUMO gap (spin up / spin down) = 6.47 / 6.54 eV
E_HOMO (spin up / spin down) = -6.687 / -7.009 eV

***

(2)
C33H35ClI2NNiOTe as an isolated structure. Source: the Open Molecules 2025 dataset; level of theory: ωB97M-V with the def2-TZVPD basis set.

Each line ends with the Löwdin charge.
Cartesian coordinates (Å):
Ni  -0.1849  2.9483  1.6054  0.1582
I  -3.1302  0.9236  4.1803  0.7747
C  -1.0425  0.6524  4.1395  -0.9926
I  0.1110  2.5990  3.9046  1.0541
H  -0.7307  0.0743  3.2626  -0.0980
H  -0.6728  0.2187  5.0501  -0.0444
Cl  -1.8706  6.5900  1.2941  0.7122
C  -0.8950  5.9499  0.0454  -0.6403
C  -1.1967  6.3420  -1.2262  -0.1220
C  -0.3090  5.9986  -2.3077  -0.0825
C  0.9365  5.4214  -2.0775  -0.0787
C  1.3000  5.0965  -0.7380  -0.0399
C  0.3442  5.1864  0.3030  -0.3377
C  0.7001  4.6856  1.5830  -0.3104
H  -2.0519  6.9832  -1.3806  0.0949
H  -0.6124  6.2643  -3.2884  0.0812
H  1.5699  5.2634  -2.9142  0.0855
H  2.3406  4.8263  -0.4701  0.1161
H  0.1851  5.1673  2.4277  0.0138
H  1.7831  4.5520  1.7751  0.0706
C  0.2914  -7.9649  0.9195  -0.0594
C  0.1929  -6.4505  0.9369  -0.2447
C  1.3571  -5.7549  1.2733  -0.0204
C  1.3649  -4.3452  1.3096  -0.3052
C  2.5667  -3.5473  1.7365  -0.0974
C  0.1852  -3.6609  0.9401  -0.3575
Te  0.1483  -1.4799  0.8707  1.7697
N  -0.5272  1.3087  0.9155  -0.1235
C  -1.5593  0.8212  0.3029  -0.5542
O  -1.6146  -0.5075  -0.0147  -0.3882
C  -2.7612  1.6491  -0.0199  -0.1443
C  -3.8209  1.2315  -0.8287  -0.0227
C  -5.0575  1.8420  -0.7458  -0.0775
C  -5.1574  3.0049  -0.0099  -0.0908
C  -4.1208  3.5150  0.7689  -0.0786
C  -2.9244  2.8339  0.7229  -0.0841
C  1.4988  -0.7994  -0.7463  -0.2775
C  1.2869  -1.3284  -2.0265  -0.2854
C  0.2677  -2.4181  -2.3085  -0.0477
C  2.1794  -0.9492  -3.0005  -0.0452
C  3.2377  -0.0960  -2.7722  -0.2390
C  4.2871  0.1195  -3.9117  -0.0488
C  3.3427  0.4931  -1.4847  -0.0028
C  2.4754  0.1270  -0.4485  -0.2906
C  2.6438  0.6701  0.9820  -0.0917
C  -0.9833  -4.3613  0.5809  -0.3129
C  -2.3199  -3.6189  0.2758  -0.0637
C  -1.0143  -5.7344  0.6421  -0.0145
H  -0.6017  -8.4450  0.5124  0.0716
H  0.4952  -8.3506  1.9409  0.0910
H  1.0866  -8.2505  0.2525  0.0691
H  2.2747  -6.2468  1.6059  0.1186
H  3.2673  -4.2699  2.1961  0.0769
H  2.3482  -2.7493  2.4529  0.0503
H  3.1496  -3.0694  0.8997  0.0959
H  -3.7200  0.3851  -1.5108  0.1178
H  -5.8430  1.4574  -1.3198  0.0874
H  -6.0843  3.5521  -0.0909  0.0986
H  -4.2724  4.3634  1.4409  0.1024
H  -2.1346  3.1004  1.4439  0.0455
H  -0.6824  -2.1447  -1.8412  0.0474
H  0.6499  -3.3816  -1.9297  0.0941
H  0.0949  -2.4622  -3.3867  0.0807
H  1.9941  -1.3680  -3.9937  0.1206
H  3.7817  0.0658  -4.9199  0.0845
H  5.1071  -0.6561  -3.8758  0.0882
H  4.7359  1.1125  -3.7290  0.0673
H  4.1682  1.1763  -1.2563  0.1166
H  3.2476  1.5824  1.0906  0.0788
H  3.0670  -0.1007  1.6335  0.0688
H  1.6682  0.9549  1.4196  -0.0099
H  -2.1661  -2.6533  -0.2650  0.0260
H  -2.8405  -3.3817  1.2258  0.0923
H  -2.9005  -4.2622  -0.4151  0.0809
H  -1.9296  -6.3009  0.3916  0.1226

## Properties
total energy = -115381.28724 eV
ΔE to the lowest compared entry with this formula, charge and spin = 0.00 kJ/mol
LUMO energy (spin up / spin down) = -0.700 / -0.756 eV
multiplicity = 4
⟨S²⟩ = 3.782
HOMO-LUMO gap (spin up / spin down) = 5.72 / 6.66 eV
E_HOMO (spin up / spin down) = -6.419 / -7.414 eV

***

(3)
C33H35F6N7OPbS3 as an isolated structure. Source: the Open Molecules 2025 dataset; level of theory: ωB97M-V with the def2-TZVPD basis set.

Each line ends with the Löwdin charge.
Cartesian coordinates (Å):
Pb  0.4960  -0.0502  -0.4804  1.5253
C  1.4514  2.4908  3.1962  -0.0318
C  0.7727  3.6947  3.0072  -0.0062
C  -0.1189  3.7916  1.9680  0.0204
C  -0.2966  2.7204  1.0854  -0.3237
N  0.4469  1.5958  1.2141  0.0193
C  1.2559  1.4793  2.2922  -0.1782
N  -1.3360  2.8516  0.1899  0.1916
C  -1.3567  2.3411  -0.9743  -0.3120
N  -0.3308  1.5935  -1.5680  0.0035
C  -0.6623  1.3913  -2.9175  -0.2987
N  0.0744  0.8838  -3.8215  0.1822
C  1.3645  0.4321  -3.6284  -0.3003
C  2.1453  0.3603  -4.7866  0.0322
C  3.4271  -0.1295  -4.7336  -0.0024
C  3.9126  -0.5892  -3.5117  -0.0211
C  3.0997  -0.5089  -2.4121  -0.1309
N  1.8576  0.0247  -2.4338  0.0216
C  -2.0027  1.9450  -3.1474  -0.0991
C  -2.7694  1.9974  -4.2964  0.0248
C  -4.0003  2.6356  -4.2034  -0.0257
C  -4.4249  3.2249  -3.0115  -0.0268
C  -3.6350  3.1939  -1.8690  0.0186
C  -2.4270  2.5268  -1.9594  -0.1016
H  2.1153  2.3374  4.0346  0.1248
H  0.9134  4.5228  3.6888  0.1306
H  -0.7376  4.6643  1.8161  0.1354
H  1.7378  0.5252  2.4276  0.0726
H  1.6895  0.6894  -5.7086  0.1320
H  4.0333  -0.1833  -5.6277  0.1304
H  4.8974  -1.0228  -3.4175  0.1240
H  3.4402  -0.9106  -1.4713  0.0959
H  -2.4232  1.5606  -5.2228  0.1276
H  -4.6407  2.6885  -5.0732  0.1208
H  -5.3841  3.7236  -2.9839  0.1206
H  -3.9467  3.6755  -0.9521  0.1248
C  -1.4299  0.3097  5.1425  -0.5239
C  -0.9566  -1.1165  4.8776  -0.4916
S  -0.1920  -1.4336  3.2563  0.8841
C  -1.4414  -2.4036  2.3838  -0.5184
C  -2.7072  -1.6511  2.0262  -0.4742
S  -2.4979  -0.2911  0.8242  0.8868
C  -3.3729  1.0349  1.7037  -0.4910
C  -2.7113  1.6157  2.9525  -0.5088
S  -3.0731  0.7562  4.5195  0.9136
H  -0.7091  1.0397  4.7700  0.0564
H  -1.4933  0.4514  6.2223  0.0774
H  -1.7744  -1.8282  4.9956  0.0848
H  -0.1983  -1.3813  5.6156  0.0757
H  -1.6972  -3.2782  2.9841  0.1021
H  -0.9287  -2.7637  1.4962  0.0227
H  -3.1227  -1.1939  2.9199  0.0249
H  -3.4498  -2.3393  1.6260  0.0832
H  -4.3754  0.6661  1.9269  0.0904
H  -3.4786  1.8221  0.9586  0.0473
H  -3.0652  2.6405  3.0727  0.0807
H  -1.6299  1.6445  2.8433  0.0362
C  -1.5630  -1.9437  -2.7498  0.0412
C  -0.7815  -2.7228  -1.7089  -0.3769
O  -0.3366  -1.9418  -0.6125  -0.3059
C  0.4133  -3.4531  -2.3654  -0.5591
F  1.2151  -2.5469  -2.9639  0.1455
F  0.0246  -4.3131  -3.2957  0.2046
F  1.1663  -4.0989  -1.4717  0.1754
C  -1.7287  -3.7699  -1.0584  -0.5702
F  -2.2167  -4.6066  -1.9669  0.1994
F  -2.7590  -3.1394  -0.4843  0.1521
F  -1.1103  -4.4841  -0.1136  0.1786
H  -0.9173  -1.2197  -3.2430  0.0731
H  -2.3933  -1.4307  -2.2646  0.1021
H  -1.9562  -2.6112  -3.5150  0.1203
C  5.7918  0.8210  1.1338  0.0184
C  4.5687  -0.0161  1.0101  -0.2525
C  4.3247  -1.3338  1.3464  0.0674
C  2.9925  -1.6038  1.0213  -0.2851
N  2.4479  -0.4866  0.5068  -0.1035
N  3.4201  0.4652  0.5048  0.0497
C  2.2524  -2.8771  1.2117  -0.0065
H  6.6098  0.2237  1.5269  0.0989
H  5.6223  1.6581  1.8117  0.0980
H  6.0918  1.2208  0.1648  0.0980
H  5.0254  -2.0230  1.7859  0.1397
H  3.2415  1.3956  0.1593  0.1772
H  2.7813  -3.6888  0.7134  0.1068
H  1.2414  -2.8331  0.8158  0.0421
H  2.1989  -3.1081  2.2757  0.0920

## Properties
total energy = -101312.54267 eV
total charge = +2
ΔE to the lowest compared entry with this formula, charge and spin = 0.00 kJ/mol
LUMO energy = -7.772 eV
multiplicity = 1
HOMO-LUMO gap = 5.24 eV
E_HOMO = -13.016 eV